(1)
The following is a DFT calculation (the ωB97M-V functional and the def2-TZVPD basis) of the ion C20H34N2O6P with charge +1 in a non-equilibrium geometry.

Geometry as XYZ:
```
63
Properties=species:S:1:pos:R:3:mulliken_charge:R:1
C 0.073 2.585 -1.340 -0.514
O -0.964 2.004 -2.129 -0.357
C -2.223 2.654 -1.788 -0.529
C -3.433 1.902 -2.458 -0.864
C -4.406 1.214 -1.389 -0.276
C -4.980 -0.126 -1.979 -0.828
C -5.321 -1.233 -0.906 -0.943
C -4.159 -1.556 0.101 -0.581
C -2.935 -2.344 -0.562 -0.421
C -1.921 -1.276 -1.142 0.370
C -0.494 -1.836 -1.496 -0.796
C 0.254 -2.543 -0.313 -1.133
N 1.001 -1.619 0.577 0.297
C 2.352 -1.327 0.431 -0.239
C 3.078 -0.458 1.324 0.102
C 4.591 -0.129 1.235 -0.476
C 5.190 -0.232 -0.201 0.375
O 5.086 -1.207 -0.881 -0.491
O 5.918 0.887 -0.661 -0.289
C 7.272 0.559 -0.949 0.619
C 8.446 1.205 -0.109 -0.912
O 7.601 -0.164 -1.834 -0.405
C 2.330 0.152 2.456 -0.719
C 0.912 -0.165 2.607 -0.050
P -0.149 0.464 3.989 0.905
N -0.029 -0.592 5.146 -0.763
O -1.763 0.469 3.518 -0.487
O 0.310 1.962 4.513 -0.508
C 0.318 -1.058 1.619 -0.276
H 0.115 2.149 -0.293 0.067
H -0.044 3.703 -1.294 0.378
H 1.056 2.377 -1.848 0.210
H -2.126 3.720 -2.145 0.406
H -2.279 2.669 -0.655 0.319
H -3.992 2.654 -3.072 0.486
H -3.001 1.147 -3.165 0.357
H -5.197 1.985 -1.169 0.507
H -3.798 1.094 -0.457 -0.009
H -5.954 0.141 -2.487 0.440
H -4.341 -0.566 -2.795 0.394
H -6.192 -0.852 -0.296 0.351
H -5.711 -2.128 -1.463 0.313
H -3.775 -0.657 0.651 0.113
H -4.605 -2.228 0.893 0.399
H -2.499 -2.997 0.240 0.248
H -3.361 -3.008 -1.366 0.338
H -2.368 -0.924 -2.116 0.041
H -1.904 -0.373 -0.476 -0.072
H 0.112 -1.028 -1.995 0.317
H -0.643 -2.625 -2.290 0.431
H 1.000 -3.251 -0.772 0.495
H -0.405 -3.168 0.344 0.387
H 2.862 -1.822 -0.424 0.558
H 4.860 0.866 1.686 0.421
H 5.129 -0.893 1.872 0.350
H 8.881 0.446 0.587 0.268
H 8.145 2.148 0.408 0.325
H 9.242 1.451 -0.863 0.319
H 2.882 0.804 3.179 0.420
H -0.959 -0.982 5.335 0.249
H -1.846 0.735 2.580 0.299
H -0.477 2.546 4.544 0.352
H -0.762 -1.323 1.743 0.711
```

Computed properties:
Charge ... +1
Structure (SMILES) ... COCCCCCCCCCC[n+]1cc(CC(=O)OC(C)=O)cc(P(=N)(O)O)c1
Total energy ... -45837.4390 eV
Molar mass ... 429.47 g mol⁻¹
Multiplicity ... 1

=====

(2)
The following is a DFT calculation (the ωB97M-V functional and the def2-TZVPD basis) of a structure of composition C12H14FeIN2O3.

Geometry as XYZ:
```
33
Properties=species:S:1:pos:R:3:mulliken_charge:R:1
Fe 1.549 -0.980 -2.376 0.188
O -1.485 4.007 1.246 -0.491
C -0.710 4.351 0.121 -0.591
C -0.043 3.114 -0.408 0.406
C 0.817 3.189 -1.498 -0.781
C 1.400 2.035 -1.969 -0.162
N 1.179 0.837 -1.413 -0.647
C 0.353 0.756 -0.360 0.600
C -0.272 1.872 0.166 -0.246
C 0.144 -0.615 0.184 0.287
C -0.604 -0.881 1.313 -0.154
C -0.748 -2.196 1.744 0.719
C -1.606 -2.486 2.953 -0.871
O -2.893 -1.917 2.816 -0.489
C -0.118 -3.197 1.022 -0.765
C 0.617 -2.856 -0.100 -0.239
N 0.740 -1.595 -0.513 -0.520
H -1.922 4.793 1.585 0.311
H 0.066 5.084 0.370 0.353
H -1.325 4.779 -0.679 0.352
H 1.028 4.133 -1.984 0.462
H 2.065 2.060 -2.822 0.438
H -0.944 1.801 1.007 0.592
H -1.090 -0.088 1.862 0.407
H -1.163 -2.013 3.830 0.303
H -1.642 -3.562 3.140 0.397
H -3.408 -2.439 2.193 0.323
H -0.195 -4.234 1.321 0.409
H 1.114 -3.608 -0.695 0.471
O 2.828 -2.685 -2.463 -0.439
H 2.587 -3.364 -3.107 0.322
H 3.773 -2.776 -2.284 0.263
I -0.097 -1.318 -4.201 -0.208
```

Computed properties:
Charge ... +1
Total energy ... -64278.0356 eV
Molar mass ... 417.00 g mol⁻¹
Multiplicity ... 5

=====

(3)
The following is a DFT calculation (the ωB97M-V functional and the def2-TZVPD basis) of a structure of composition C3H12N2OS in a non-equilibrium geometry.

Geometry as XYZ:
```
19
Properties=species:S:1:pos:R:3:mulliken_charge:R:1
N 1.695 1.390 -2.031 -0.645
C 0.262 0.495 -0.207 0.519
C -1.226 0.526 -0.265 -0.744
S -2.155 -1.096 -0.443 -0.283
C 0.904 -0.901 -0.170 -0.821
N 0.631 -1.685 1.038 -0.539
H 1.748 2.372 -2.299 0.241
H 2.600 1.021 -1.752 0.276
H 0.624 1.121 0.614 0.414
H -1.578 1.038 0.625 0.416
H -1.477 0.997 -1.241 0.386
H -2.139 -0.978 0.968 0.302
H 1.985 -0.708 -0.203 0.341
H 0.683 -1.308 -1.176 0.375
H 0.323 -2.634 0.856 0.274
H 0.008 -1.196 1.688 0.347
H -2.142 0.406 2.919 0.121
H 0.830 1.127 -1.170 -0.111
O -1.576 0.013 2.251 -0.869
```

Computed properties:
Relative energy (zero: lowest compared OMol25 entry of this formula, charge and spin) ... 169.44 kcal per mole
Molar mass ... 124.21 g mol⁻¹
Multiplicity ... 1

=====

(4)
The following is a DFT calculation (the ωB97M-V functional and the def2-TZVPD basis) of a structure of composition C2H6N4O.

Geometry as XYZ:
```
13
Properties=species:S:1:pos:R:3:mulliken_charge:R:1
C 0.762 -0.704 0.524 -0.578
C -0.395 0.173 0.745 0.903
N 0.199 -0.181 -2.260 -0.232
N -0.781 0.679 1.975 -0.532
N -0.132 0.632 -1.278 0.070
N 0.762 0.634 -0.180 -0.509
O -1.378 0.073 -0.207 -0.529
H -0.420 -0.118 -3.055 0.267
H 0.553 -1.112 -2.047 0.213
H -1.310 1.537 1.895 0.244
H -0.041 0.743 2.659 0.225
H 1.555 -0.729 1.260 0.275
H 0.626 -1.627 -0.031 0.182
```

Computed properties:
Relative energy (zero: lowest compared OMol25 entry of this formula, charge and spin) ... 133.55 kcal per mole
Molar mass ... 102.10 g mol⁻¹
Multiplicity ... 1

=====

(5)
The following is a DFT calculation (the ωB97M-V functional and the def2-TZVPD basis) of an isolated molecule of C3H6N2O3 in a non-equilibrium geometry.

Geometry as XYZ:
```
14
Properties=species:S:1:pos:R:3:mulliken_charge:R:1
C -0.666 0.602 0.571 0.414
C -1.933 1.017 -0.126 -1.177
C 1.512 -0.863 0.452 0.631
N 2.131 -0.881 -0.751 -0.416
O 0.495 0.957 0.039 -0.604
N -0.186 -1.105 0.305 0.286
O -0.701 -1.627 -0.640 -0.377
O 1.970 -0.994 1.546 -0.525
H -0.724 0.681 1.666 0.270
H 1.701 -0.305 -1.461 0.277
H 3.140 -0.855 -0.720 0.254
H -2.124 2.072 0.073 0.332
H -1.838 0.866 -1.202 0.302
H -2.778 0.435 0.247 0.334
```

Computed properties:
Relative energy (zero: lowest compared OMol25 entry of this formula, charge and spin) ... 119.41 kcal per mole
Molar mass ... 118.09 g mol⁻¹
Multiplicity ... 1

=====

(6)
The following is a DFT calculation (the ωB97M-V functional and the def2-TZVPD basis) of an isolated molecule of C3H4O3 in a non-equilibrium geometry.

Geometry as XYZ:
```
10
Properties=species:S:1:pos:R:3:mulliken_charge:R:1
O 0.410 1.473 -1.212 -0.460
C 0.443 0.157 -0.929 -0.134
O -1.001 -0.549 -1.143 -0.519
C -0.385 -0.440 0.051 0.645
C -0.579 -0.313 1.462 -0.241
O -0.003 -1.501 0.855 -0.457
H 1.116 1.678 -1.835 0.357
H 1.390 -0.352 -1.150 0.354
H -1.550 -0.447 1.915 0.240
H 0.159 0.294 1.986 0.214
```

Computed properties:
Structure (SMILES) ... O[C@@H]1O[C@]12CO2
Relative energy (zero: lowest compared OMol25 entry of this formula, charge and spin) ... 87.40 kcal per mole
Molar mass ... 88.06 g mol⁻¹
Multiplicity ... 1

=====

(7)
The following is a DFT calculation (the ωB97M-V functional and the def2-TZVPD basis) of a cluster of 2 separate species, C4H12OS in total in a non-equilibrium geometry.

Geometry as XYZ:
```
18
Properties=species:S:1:pos:R:3:mulliken_charge:R:1
C 3.309 -0.029 -2.405 -1.172
C 2.495 -0.428 -1.183 -0.295
S 0.983 0.530 -1.051 -0.181
C 0.644 0.358 0.689 -0.288
C -0.677 1.097 0.996 -1.136
H 4.192 -0.684 -2.488 0.330
H 3.648 1.021 -2.412 0.317
H 2.664 -0.196 -3.284 0.309
H 2.101 -1.455 -1.305 0.252
H 3.229 -0.445 -0.354 0.341
H 0.559 -0.705 0.988 0.287
H 1.523 0.784 1.209 0.290
H -0.820 1.234 2.081 0.327
H -1.486 0.454 0.612 0.296
H -0.748 2.082 0.505 0.324
O -7.448 -1.237 2.786 -0.650
H -7.228 -0.426 2.274 0.325
H -6.940 -1.954 2.344 0.325
```

Computed properties:
Structure (SMILES) ... CCSCC.O
Relative energy (zero: lowest compared OMol25 entry of this formula, charge and spin) ... 12.49 kcal per mole
Molar mass ... 108.21 g mol⁻¹
Multiplicity ... 1

=====

Question: The highest multiplicity belongs to which entry?
Answer: C12H14FeIN2O3

=====

Question: What is the formula in the sixth record?
Answer: C3H4O3